Below is C27H60BFI3N2O12P2S as an isolated structure, with properties calculated with the ωB97M-V functional and the def2-TZVPD basis.

Last column: Mulliken charge in e.
CARTESIAN COORDINATES (ANGSTROEM)
C -0.87 4.72 -3.67  -1.670
C -0.82 3.71 -2.52  -0.713
C -1.25 2.29 -2.92  -0.088
F -1.49 2.22 -4.29  -0.529
C -0.20 1.22 -2.55  -0.699
O 0.66 1.07 -3.66  0.587
C 1.94 0.55 -3.35  0.236
C 2.64 -0.04 -4.61  -1.336
I 1.75 -1.89 -5.32  0.158
C 2.80 0.90 -5.80  -0.460
C 1.52 1.23 -6.58  -0.755
I 4.23 -0.02 -7.15  0.178
P 2.99 2.07 -2.67  0.371
N 2.46 3.26 -3.78  -0.453
O 4.49 1.72 -3.21  -0.514
C 1.79 -0.61 -2.30  -1.565
S 2.67 -0.51 -0.69  1.836
C 2.28 0.86 0.35  -0.836
O 2.36 -1.71 0.02  -0.708
O 3.99 -0.31 -1.21  -0.670
N 0.36 -1.12 -2.42  -0.632
I 0.10 -3.10 -1.73  0.443
C -0.77 -0.15 -2.10  0.985
C -2.07 -0.60 -2.78  -1.014
B -2.27 -0.69 -4.35  0.122
O -1.23 -0.49 -5.20  -0.107
O -3.52 -1.08 -4.80  -0.651
P -0.97 -0.12 -0.21  0.599
C -1.78 1.49 0.12  -1.000
C -2.33 -1.26 0.26  -0.422
C -1.97 -1.88 1.62  -1.250
H -1.89 4.96 -3.97  0.429
H -0.30 4.38 -4.53  0.242
H -0.41 5.65 -3.33  0.452
H 0.19 3.70 -2.12  0.208
H -1.49 4.07 -1.74  0.456
H -2.20 2.06 -2.44  0.742
H 0.36 1.63 -1.71  -0.220
H 3.62 -0.34 -4.26  0.920
H 3.34 1.80 -5.53  0.581
H 1.40 0.58 -7.44  0.499
H 1.58 2.25 -6.97  0.273
H 0.64 1.11 -5.95  0.046
H 2.22 4.12 -3.31  0.372
H 1.75 3.00 -4.44  0.073
H 4.76 2.32 -3.91  0.368
H 2.39 -1.43 -2.71  0.836
H 2.00 1.76 -0.19  0.021
H 3.23 1.05 0.87  0.747
H 1.52 0.59 1.06  0.347
H 0.30 -1.28 -3.45  0.401
H -2.85 0.07 -2.42  0.124
H -2.36 -1.58 -2.40  0.350
H -1.52 -0.39 -6.12  0.281
H -4.08 -0.38 -5.16  0.339
H -2.69 1.63 -0.47  0.427
H -1.11 2.33 -0.02  -0.065
H -2.10 1.45 1.16  0.594
H -3.27 -0.71 0.35  0.469
H -2.47 -2.06 -0.46  0.265
H -2.83 -2.39 2.06  0.485
H -1.16 -2.60 1.50  0.177
H -1.59 -1.13 2.31  0.325
C -2.53 -9.96 4.63  -0.773
O -2.27 -8.74 3.97  -0.240
C -3.38 -7.86 4.03  -0.642
C -2.98 -6.49 3.55  -0.362
O -2.32 -5.70 4.53  -0.455
C -0.96 -6.01 4.77  -0.529
C -0.01 -5.47 3.73  -0.312
O 0.03 -6.32 2.59  -0.325
C 0.69 -5.72 1.52  -0.368
H -3.40 -10.47 4.20  0.311
H -1.65 -10.59 4.51  0.231
H -2.71 -9.80 5.70  0.317
H -3.75 -7.79 5.06  0.338
H -4.19 -8.25 3.39  0.450
H -3.89 -5.94 3.31  0.377
H -2.38 -6.57 2.64  0.218
H -0.81 -7.09 4.90  0.232
H -0.72 -5.52 5.72  0.413
H 1.00 -5.39 4.15  0.471
H -0.35 -4.47 3.43  0.086
H 0.16 -4.81 1.19  -0.132
H 0.72 -6.43 0.70  0.334
H 1.72 -5.44 1.78  0.348
C 2.35 4.54 6.36  -0.777
O 2.00 4.85 5.02  -0.250
C 2.81 4.17 4.09  -0.678
C 2.24 4.33 2.70  -0.554
O 1.17 3.45 2.40  -0.174
C -0.09 3.78 2.98  -0.779
C -0.81 4.90 2.27  -0.165
O -0.32 6.15 2.70  -0.276
C -0.81 7.21 1.91  -0.751
H 3.40 4.80 6.56  0.314
H 1.71 5.13 7.01  0.236
H 2.20 3.48 6.57  0.324
H 2.86 3.10 4.34  0.325
H 3.83 4.58 4.11  0.492
H 3.03 4.08 1.98  0.397
H 1.95 5.37 2.52  0.272
H 0.02 4.00 4.04  0.286
H -0.69 2.87 2.87  0.453
H -1.88 4.83 2.50  0.495
H -0.68 4.79 1.19  -0.025
H -0.49 7.12 0.87  0.278
H -0.41 8.14 2.33  0.248
H -1.90 7.25 1.94  0.319

Computed properties:
lowest unoccupied orbital energy = -4.38 eV
maximum force = 0.0162 hartree/bohr
highest occupied orbital energy = -10.862 eV
ΔE to the lowest compared entry with this formula, charge and spin = 16.9 kJ/mol
total charge = +1

***

Below is C27H60BrN3O7S as an isolated structure, with properties calculated with the ωB97M-V functional and the def2-TZVPD basis.

Last column: Mulliken charge in e.
CARTESIAN COORDINATES (ANGSTROEM)
C 2.76 1.66 1.49  -1.032
C 3.37 1.19 0.17  0.055
C 4.38 2.19 -0.42  -0.900
C 3.95 2.87 -1.74  -0.635
C 3.17 4.16 -1.56  -0.941
C 1.78 4.01 -0.91  0.959
C 0.82 5.05 -1.47  -1.007
C -0.56 5.07 -0.84  -1.337
C -1.30 3.72 -0.85  -0.076
C -1.33 3.02 0.52  -0.520
C -1.10 1.49 0.40  0.666
C -2.33 0.61 0.65  -0.804
C -2.93 -0.13 -0.56  -1.416
C -1.93 -0.77 -1.54  -0.482
C -2.18 -0.28 -2.96  0.814
N -3.38 -0.97 -3.42  -0.533
O -2.39 1.16 -3.05  -0.226
S -2.49 1.44 -4.65  1.288
O -1.85 2.67 -4.94  -0.641
O -3.82 1.30 -5.12  -0.628
O -1.64 0.14 -5.14  -0.481
C -1.03 -0.44 -3.95  0.080
Br 0.48 0.80 -3.59  -0.023
O -0.68 -1.72 -4.20  -0.414
C 0.46 -2.27 -3.49  -0.393
C 0.23 -3.77 -3.33  -0.361
C 1.07 -4.26 -2.15  -1.171
H 3.43 2.35 2.01  0.393
H 2.57 0.84 2.18  0.368
H 1.82 2.19 1.36  -0.047
H 3.86 0.23 0.37  0.474
H 2.60 1.00 -0.57  -0.066
H 4.61 2.98 0.30  0.401
H 5.32 1.67 -0.62  0.373
H 3.43 2.14 -2.36  0.115
H 4.87 3.12 -2.27  0.429
H 3.77 4.81 -0.92  0.296
H 3.01 4.63 -2.53  0.519
H 1.90 4.23 0.15  0.286
H 1.40 2.99 -0.98  -0.604
H 0.72 4.94 -2.55  0.396
H 1.29 6.01 -1.28  0.409
H -0.51 5.46 0.18  0.448
H -1.17 5.75 -1.43  0.287
H -0.80 3.08 -1.57  -0.220
H -2.32 3.86 -1.22  0.662
H -2.24 3.24 1.07  0.148
H -0.48 3.42 1.07  0.470
H -0.35 1.20 1.13  0.145
H -0.64 1.32 -0.58  -0.543
H -2.16 -0.11 1.45  0.562
H -3.13 1.26 1.01  0.079
H -3.63 0.53 -1.07  0.399
H -3.53 -0.93 -0.15  0.345
H -2.05 -1.85 -1.56  0.644
H -0.90 -0.59 -1.23  0.138
H -3.24 -1.41 -4.32  0.383
H -4.16 -0.34 -3.45  0.308
H 1.34 -2.07 -4.10  0.445
H 0.56 -1.84 -2.50  0.098
H 0.51 -4.27 -4.25  0.313
H -0.82 -3.89 -3.09  0.308
H 0.93 -5.31 -1.94  0.368
H 2.12 -4.02 -2.34  0.315
H 0.79 -3.67 -1.28  0.284
C 2.78 -7.81 -0.37  -1.404
C 3.61 -6.60 0.07  0.480
C 4.81 -6.96 0.96  -0.834
O 4.48 -7.28 2.30  -0.382
C 4.03 -8.61 2.51  -0.639
N 2.72 -5.62 0.71  -0.590
H 2.13 -8.16 0.43  0.293
H 2.14 -7.53 -1.20  0.277
H 3.42 -8.63 -0.68  0.370
H 4.02 -6.14 -0.83  0.350
H 5.46 -6.08 1.02  0.358
H 5.41 -7.77 0.51  0.432
H 4.53 -9.32 1.85  0.300
H 2.95 -8.69 2.38  0.222
H 4.27 -8.87 3.54  0.258
H 3.25 -4.77 0.90  0.269
H 2.49 -5.98 1.63  0.271
C -3.91 4.15 5.90  -1.448
C -4.54 4.27 4.51  0.307
C -5.34 3.03 4.08  -0.749
O -4.53 1.94 3.68  -0.289
C -4.00 1.15 4.72  -0.744
N -3.50 4.60 3.54  -0.687
H -3.02 3.53 5.89  0.271
H -3.62 5.14 6.26  0.358
H -4.62 3.73 6.62  0.353
H -5.25 5.10 4.55  0.462
H -5.92 3.30 3.20  0.330
H -6.05 2.72 4.86  0.428
H -4.69 1.07 5.56  0.362
H -3.04 1.54 5.07  0.255
H -3.82 0.15 4.32  0.243
H -3.93 4.79 2.64  0.296
H -2.96 3.75 3.39  0.254

Computed properties:
lowest unoccupied orbital energy = 0.43 eV
maximum force = 0.0236 hartree/bohr
highest occupied orbital energy = -9.286 eV
ΔE to the lowest compared entry with this formula, charge and spin = 41.1 kJ/mol
total charge = 0

***

- The lowest total charge belongs to which entry?
  C27H60BrN3O7S

***

- Which of these has the highest lowest unoccupied orbital energy?
  C27H60BrN3O7S

***

- Among the records above, which one has the highest ΔE to the lowest compared entry with this formula, charge and spin?
  C27H60BrN3O7S